{
  "formula": "C30H45F5IN5O5SeSi4Ti",
  "method": "wB97M-V/def2-TZVPD",
  "spin_multiplicity": 3,
  "de_lowest_kj_mol": 190.7,
  "lumo_ha": [0.140, 0.140],
  "total_energy_ha": -7026.28950,
  "charge": -2,
  "homo_energy_ev": [-0.795, -1.856],
  "homo_lumo_gap_ev": [4.60, 5.66],
  "species": ["Ti", "O", "C", "C", "N", "C", "C", "O", "O", "C", "C", "O", "O", "H", "H", "H", "H", "H", "H", "H", "H", "H", "I", "C", "C", "C", "C", "C", "N", "H", "H", "H", "H", "C", "Si", "C", "C", "Si", "Si", "C", "C", "C", "Si", "C", "C", "C", "H", "H", "H", "H", "H", "H", "H", "H", "H", "H", "H", "H", "H", "H", "H", "H", "H", "H", "H", "H", "H", "H", "H", "H", "H", "H", "H", "N", "C", "C", "N", "C", "C", "N", "H", "H", "H", "H", "H", "F", "C", "C", "F", "C", "F", "C", "Se", "C", "F", "C", "F"],
  "positions_angstrom": [[-0.023, 0.377, -0.850], [0.151, -1.880, -1.559], [1.404, -2.507, -1.866], [2.087, -1.851, -3.048], [2.469, -0.495, -2.798], [2.137, 0.462, -3.818], [0.624, 0.616, -3.912], [0.046, 0.644, -4.984], [0.035, 0.718, -2.761], [3.545, -0.237, -1.889], [3.139, 0.270, -0.492], [4.013, 0.386, 0.355], [1.896, 0.541, -0.319], [-0.032, -2.106, -0.615], [1.224, -3.565, -2.087], [2.051, -2.437, -0.991], [1.415, -1.870, -3.910], [2.953, -2.493, -3.299], [2.517, 0.194, -4.813], [2.539, 1.442, -3.538], [4.236, 0.508, -2.295], [4.132, -1.148, -1.718], [-1.974, 3.138, -2.344], [-2.956, 1.323, -2.036], [-4.272, 1.195, -2.468], [-4.939, 0.005, -2.255], [-4.267, -1.029, -1.618], [-2.963, -0.817, -1.227], [-2.308, 0.333, -1.420], [-4.750, 2.028, -2.962], [-5.963, -0.115, -2.583], [-4.742, -1.983, -1.430], [-2.397, -1.595, -0.730], [0.844, -4.868, 1.001], [1.400, -3.304, 1.932], [1.638, -3.917, 3.714], [3.185, -2.961, 1.380], [-0.117, -1.505, 1.610], [-2.075, -2.570, 2.379], [-3.376, -1.301, 2.927], [-1.931, -3.799, 3.820], [-2.961, -3.625, 1.060], [0.572, -0.283, 3.518], [-0.098, 1.455, 3.798], [0.094, -1.109, 5.165], [2.446, -0.116, 3.470], [1.476, -5.716, 1.284], [0.923, -4.743, -0.082], [-0.191, -5.129, 1.233], [2.310, -4.782, 3.676], [0.709, -4.232, 4.188], [2.110, -3.161, 4.343], [3.874, -3.492, 2.045], [3.439, -1.898, 1.415], [3.388, -3.316, 0.368], [-2.969, -0.611, 3.671], [-4.249, -1.799, 3.361], [-3.718, -0.710, 2.073], [-1.447, -3.370, 4.697], [-1.364, -4.682, 3.516], [-2.933, -4.132, 4.110], [-3.540, -3.017, 0.362], [-3.662, -4.307, 1.553], [-2.262, -4.228, 0.476], [-1.185, 1.474, 3.906], [0.181, 2.156, 3.013], [0.337, 1.812, 4.739], [-0.992, -1.087, 5.294], [0.531, -0.523, 5.981], [0.429, -2.140, 5.271], [2.772, 0.325, 2.523], [2.958, -1.075, 3.578], [2.781, 0.536, 4.284], [-3.695, 2.815, 2.283], [-2.415, 2.882, 1.700], [-1.860, 1.763, 1.124], [-0.627, 1.799, 0.507], [0.019, 3.009, 0.588], [-0.570, 4.086, 1.175], [-1.810, 4.075, 1.749], [-3.902, 1.901, 2.662], [-3.792, 3.536, 2.984], [-2.369, 0.808, 1.159], [0.988, 3.083, 0.110], [-0.036, 5.029, 1.197], [0.667, 6.903, -7.385], [1.138, 6.259, -6.295], [0.435, 6.277, -5.106], [-0.731, 6.947, -5.040], [0.931, 5.616, -3.998], [0.189, 5.697, -2.878], [2.135, 4.904, -3.995], [2.800, 4.009, -2.482], [2.808, 4.914, -5.224], [3.979, 4.270, -5.361], [2.333, 5.569, -6.345], [3.029, 5.544, -7.501]],
  "lowdin_spin": [1.058, 0.014, 0.003, 0.000, 0.000, 0.000, 0.002, 0.000, 0.001, 0.000, 0.008, 0.014, 0.024, 0.001, 0.000, 0.000, 0.000, 0.000, 0.000, 0.000, 0.000, 0.000, 0.006, 0.005, 0.000, 0.000, 0.000, 0.005, 0.012, 0.000, 0.000, 0.000, 0.002, 0.000, -0.001, 0.000, 0.000, 0.000, -0.001, 0.001, 0.000, 0.000, 0.001, 0.004, 0.000, 0.000, 0.000, 0.000, 0.000, 0.000, 0.000, 0.000, 0.000, 0.000, 0.000, 0.000, 0.000, 0.000, 0.000, 0.000, 0.000, 0.000, 0.000, 0.000, 0.002, 0.001, 0.000, 0.000, 0.000, 0.000, 0.000, 0.000, 0.000, -0.006, 0.040, 0.184, 0.206, 0.095, 0.067, 0.234, -0.001, 0.000, 0.010, 0.004, 0.001, 0.000, 0.000, 0.000, 0.000, 0.000, 0.000, 0.000, 0.001, 0.000, 0.000, 0.000, 0.000]
}